Entry 1:
DFT (ωB97M-V/def2-TZVPD) results for a molecular structure, C14H34CaCl2CsFN6O10S2 at a distorted geometry.

Computed properties:
- HOMO (eV) = -4.1
- E (Ha) = -4148.3784

Structure (ORCA input):
```
! RIJCOSX wB97M-V def2-TZVPD def2/J DEFGRID3
* xyz 0 1
C 3.152 0.193 3.500
O 3.257 1.477 2.920
C 2.041 2.132 2.920
N 1.073 1.452 2.067
C -0.057 0.925 2.500
N -0.901 0.294 1.672
C -1.890 -0.161 2.399
N -2.949 -0.880 1.918
N -1.743 0.201 3.699
N -0.538 0.890 3.777
H 2.616 -0.525 2.858
H 2.658 0.199 4.483
H 4.165 -0.198 3.628
H 2.181 3.156 2.574
H 1.662 2.149 3.958
H 1.333 1.342 1.066
H -2.831 -0.933 0.901
H -2.916 -1.847 2.240
H -2.384 -0.001 4.449
H -0.135 1.286 4.614
C 0.208 -1.078 -0.638
S 1.942 -0.775 -0.364
O 2.175 0.713 -0.577
C 2.474 -1.743 -1.712
H -0.361 -0.575 0.133
H -0.077 -0.687 -1.613
H 0.042 -2.164 -0.609
H 2.034 -1.386 -2.640
H 2.078 -2.754 -1.430
H 3.558 -1.711 -1.809
O 4.165 -1.828 -4.051
H 4.548 -1.008 -4.373
C 4.158 -2.526 6.556
C 4.214 -3.293 5.323
N 4.196 -4.007 4.401
H 4.585 -3.079 7.405
H 4.725 -1.615 6.452
H 3.120 -2.235 6.800
O -2.338 -0.924 -5.270
C -1.993 -0.473 -4.195
C -2.949 -1.632 -2.800
O -2.611 -1.141 -1.739
H -2.306 0.543 -3.894
H -0.934 -0.606 -3.897
H -2.603 -2.638 -3.096
H -4.004 -1.541 -3.130
C -4.831 4.210 -3.521
C -4.944 4.765 -4.928
O -3.845 4.169 -5.629
S -3.571 2.701 -5.057
O -4.210 1.748 -5.890
O -2.194 2.612 -4.719
O -4.430 2.847 -3.714
H -4.059 4.718 -2.942
H -5.772 4.242 -2.979
H -4.858 5.848 -4.965
H -5.873 4.454 -5.411
C -2.426 2.192 -0.564
O -3.388 3.250 -0.530
H -1.458 2.629 -0.796
H -2.368 1.692 0.408
H -2.680 1.456 -1.328
H -4.242 2.855 -0.329
C 4.888 -4.362 -0.553
Cl 3.803 -5.527 -1.257
Cl 4.008 -3.323 0.630
H 5.687 -4.872 -0.028
H 5.271 -3.706 -1.331
Cs -0.320 0.635 6.244
Ca 5.205 -2.321 3.461
F 0.772 -3.899 -1.644
*
```

Entry 2:
DFT (ωB97M-V/def2-TZVPD) results for 2 unconnected molecules or ions with the total composition C3H5P at a distorted geometry.

Computed properties:
- HOMO (spin up / spin down) (eV) = -8.7 / -8.2
- E (Ha) = -458.4576

Structure (ORCA input):
```
! RIJCOSX wB97M-V def2-TZVPD def2/J DEFGRID3
* xyz 0 1
C 2.821 1.116 0.136
C 2.070 0.177 0.144
C -1.464 -0.330 0.375
P 1.218 -1.341 0.030
H 3.370 1.986 0.112
H -1.451 -1.385 -0.038
H -1.099 0.463 -0.363
H -1.734 -0.182 1.351
H 1.093 -0.969 -1.243
*
```

Entry 3:
DFT (ωB97M-V/def2-TZVPD) results for 3 unconnected molecules or ions with the total composition C3H12NO3 at a distorted geometry.

Computed properties:
- HOMO (spin up / spin down) (eV) = -10.6 / -10.5
- E (Ha) = -401.7958

Structure (ORCA input):
```
! RIJCOSX wB97M-V def2-TZVPD def2/J DEFGRID3
* xyz 0 2
C -0.421 -0.364 0.305
O 0.081 -1.465 -0.365
C 0.350 0.878 0.330
C -0.266 2.070 1.084
N 0.494 1.294 -1.128
H -1.346 -0.113 -0.152
H -0.546 -0.524 1.445
H 1.343 0.639 0.694
H -1.302 1.983 0.548
H 0.296 2.989 1.086
H -0.381 1.639 2.047
H -0.437 1.593 -1.509
H 0.560 0.290 -1.501
H 1.839 -1.266 -0.409
H 2.334 0.052 -0.670
O 2.678 -0.827 -0.419
H -2.378 -2.964 -0.832
H -1.174 -2.429 -0.208
O -1.726 -3.474 -0.345
*
```

Entry 4:
DFT (ωB97M-V/def2-TZVPD) results for a molecular structure, C30H50ClF5OP2ReSi2 at a distorted geometry.

Computed properties:
- HOMO (spin up / spin down) (eV) = -4.9 / -7.3
- E (Ha) = -3547.7307

Structure (ORCA input):
```
! RIJCOSX wB97M-V def2-TZVPD def2/J DEFGRID3
* xyz 0 4
Re 0.783 -0.213 -0.524
C 2.104 -0.222 -2.163
C 1.279 -1.401 -2.140
C -0.115 -0.941 -2.246
Si 1.731 -3.139 -1.626
C -0.111 0.483 -2.280
C 1.261 0.950 -2.185
Si 1.717 2.784 -2.076
H 3.182 -0.215 -2.230
H -0.967 -1.598 -2.312
H -0.977 1.139 -2.345
Cl -2.385 -0.028 -0.417
C 3.556 2.896 -1.791
C 1.128 3.636 -3.644
C 3.578 -3.209 -1.348
C 1.113 -4.279 -2.991
H 1.653 3.186 -4.498
H 1.349 4.712 -3.609
H 0.049 3.509 -3.802
H 3.803 2.558 -0.776
H 3.921 3.925 -1.911
H 4.074 2.237 -2.499
H 1.614 -3.978 -3.923
H 0.027 -4.208 -3.139
H 1.366 -5.328 -2.783
H 4.086 -2.731 -2.197
H 3.929 -4.246 -1.247
H 3.844 -2.665 -0.430
C 0.818 3.720 -0.644
C 0.865 -3.762 0.005
P -0.763 2.971 -0.150
H 0.724 4.780 -0.932
H 1.490 3.679 0.221
P -0.692 -2.893 0.318
H 1.546 -3.533 0.838
H 0.721 -4.853 -0.058
C -1.295 -3.428 2.033
C -1.938 -3.867 -0.788
C -2.003 3.837 -1.368
C -1.220 3.767 1.510
C -0.886 2.815 2.661
H -2.316 3.910 1.488
C -0.553 5.118 1.767
H 0.528 4.985 1.903
H -0.955 5.543 2.699
H -0.717 5.845 0.965
H -1.297 1.816 2.505
H -1.321 3.195 3.593
H 0.199 2.709 2.788
H -1.629 3.475 -2.345
C -1.951 5.368 -1.325
C -3.454 3.360 -1.194
H -0.959 5.774 -1.573
H -2.271 5.730 -0.335
H -2.682 5.744 -2.061
H -3.607 2.421 -1.734
H -4.134 4.125 -1.607
H -3.705 3.169 -0.139
H -1.536 -3.659 -1.794
C -3.373 -3.326 -0.715
C -1.960 -5.377 -0.520
H -0.980 -5.860 -0.656
H -2.679 -5.820 -1.231
H -2.341 -5.576 0.496
H -3.479 -2.428 -1.330
H -3.654 -3.048 0.310
H -4.067 -4.116 -1.051
C -1.070 -2.330 3.071
C -0.676 -4.737 2.529
H -2.386 -3.570 1.917
H 0.405 -4.610 2.697
H -0.839 -5.579 1.845
H -1.145 -4.996 3.491
H -0.003 -2.212 3.295
H -1.592 -2.600 3.998
H -1.467 -1.361 2.757
C -4.211 -0.074 -0.792
H -4.531 -0.482 0.172
H -4.394 -0.714 -1.644
H -4.495 0.944 -0.996
F 5.014 0.454 5.134
C 4.031 0.343 4.222
C 3.613 1.447 3.492
F 4.188 2.644 3.720
C 2.660 1.312 2.501
F 2.294 2.439 1.811
C 2.088 0.067 2.193
O 1.083 -0.043 1.373
C 2.624 -1.046 2.860
F 2.219 -2.306 2.510
C 3.540 -0.913 3.883
F 3.983 -2.000 4.545
*
```

Entry 5:
DFT (ωB97M-V/def2-TZVPD) results for 2 unconnected molecules or ions with the total composition H3O6 at a distorted geometry.

Computed properties:
- HOMO (spin up / spin down) (eV) = -15.6 / -14.9
- E (Ha) = -452.3744

Structure (ORCA input):
```
! RIJCOSX wB97M-V def2-TZVPD def2/J DEFGRID3
* xyz 1 1
O 1.514 -1.405 1.093
O -0.618 0.717 -2.052
O -2.073 1.598 -0.569
O 0.294 -1.232 1.061
O 0.049 1.221 -0.011
O -0.735 1.571 -0.940
H 1.947 -1.016 1.917
H -0.753 1.246 -2.863
H -2.262 0.989 0.178
*
```

Entry 6:
DFT (ωB97M-V/def2-TZVPD) results for a single C12H11BS molecule at a distorted geometry.

Computed properties:
- HOMO (eV) = -7.0
- SMILES = S[C@@H]1C=CC=C/C1=B/c1ccccc1
- E (Ha) = -886.7657

Structure (ORCA input):
```
! RIJCOSX wB97M-V def2-TZVPD def2/J DEFGRID3
* xyz 0 1
B -0.361 0.007 -0.055
C -0.846 3.668 -2.285
C 0.860 -2.723 2.984
C 0.082 3.619 -1.237
C -1.703 2.576 -2.529
C -0.538 -2.450 2.746
C 1.724 -2.363 1.990
C 0.283 2.426 -0.472
C -1.603 1.429 -1.764
C -0.981 -1.709 1.688
C 1.346 -1.792 0.761
C -0.551 1.311 -0.803
C -0.101 -1.171 0.721
S 1.509 -3.432 -0.552
H -1.018 4.473 -2.858
H 1.313 -3.423 3.741
H 0.810 4.417 -1.026
H -2.535 2.948 -3.185
H -1.243 -2.834 3.435
H 2.805 -2.625 2.144
H 0.859 2.477 0.381
H -2.220 0.593 -2.078
H -1.971 -1.524 1.558
H 2.017 -1.170 0.288
H 2.865 -3.502 -0.428
*
```

Entry 7:
DFT (ωB97M-V/def2-TZVPD) results for a gas-phase ion, C4H12NO (charge +1) at a distorted geometry.

Computed properties:
- HOMO (eV) = -15.0
- SMILES = C[C@@H]([NH3+])CCO
- E (Ha) = -289.3200

Structure (ORCA input):
```
! RIJCOSX wB97M-V def2-TZVPD def2/J DEFGRID3
* xyz 1 1
C 0.526 -2.302 0.513
C 0.035 -0.892 0.313
C 0.177 -0.201 -1.040
C -0.749 1.067 -1.250
O -0.657 2.099 -0.162
N 0.619 0.142 1.382
H 0.443 -2.593 1.698
H 1.538 -2.468 0.369
H -0.160 -2.944 0.017
H -1.064 -0.863 0.627
H 1.226 0.195 -1.047
H 0.197 -1.020 -1.836
H -0.586 1.536 -2.210
H -1.747 0.542 -1.369
H -1.021 2.913 -0.492
H 0.054 0.943 1.156
H 0.441 -0.273 2.273
H 1.665 0.205 1.219
*
```

Entry 8:
DFT (ωB97M-V/def2-TZVPD) results for 12 unconnected molecules or ions with the total composition H24O12 at a distorted geometry.

Computed properties:
- HOMO (eV) = -10.8
- SMILES = O.O.O.O.O.O.O.O.O.O.O.O
- E (Ha) = -917.1227

Structure (ORCA input):
```
! RIJCOSX wB97M-V def2-TZVPD def2/J DEFGRID3
* xyz 0 1
H 0.037 0.638 -1.047
H -0.645 0.427 0.301
H 1.773 4.113 1.008
H 2.752 3.760 -0.273
H -0.928 1.664 5.141
H 0.585 1.931 4.527
H -0.125 0.164 -3.241
H 1.080 0.883 -3.613
H 0.668 -2.070 -4.168
H 1.878 -2.719 -4.795
H -0.010 -1.871 3.915
H 0.128 -3.330 4.688
H -0.512 -4.052 -3.962
H -1.069 -3.404 -2.575
H 2.397 2.256 1.773
H 3.163 2.445 3.200
H -2.766 -2.440 0.386
H -2.508 -0.847 0.547
H -0.355 0.876 1.973
H -1.642 1.255 1.348
H -3.013 3.363 -1.470
H -1.819 2.442 -1.230
H -0.159 -1.951 -1.059
H 0.866 -2.696 -0.419
O -0.143 0.039 -0.329
O 2.689 3.994 0.709
O -0.180 1.349 4.505
O 0.704 -0.058 -3.680
O 1.582 -1.876 -4.380
O 0.135 -2.865 3.873
O -1.281 -3.618 -3.570
O 3.239 2.116 2.288
O -2.898 -1.542 0.052
O -0.944 1.639 1.927
O -2.562 2.660 -1.845
O -0.119 -2.673 -0.501
*
```

Entry 9:
DFT (ωB97M-V/def2-TZVPD) results for a molecular structure, C10H17BBaNO2P at a distorted geometry.

Computed properties:
- HOMO (eV) = -12.0
- E (Ha) = -987.5990

Structure (ORCA input):
```
! RIJCOSX wB97M-V def2-TZVPD def2/J DEFGRID3
* xyz 2 1
C -0.704 0.224 -2.824
C 0.793 0.350 -2.609
N 1.372 -0.802 -1.897
B 0.485 -1.516 -1.014
C 0.220 -1.246 0.560
C 0.351 0.151 1.069
C 1.487 0.934 0.811
C 1.658 2.228 1.258
C 0.599 2.827 2.021
C -0.513 2.048 2.292
C -0.655 0.732 1.851
C -1.913 0.002 2.250
P -0.479 -3.038 -1.834
O 0.055 -4.212 -0.824
O -2.072 -2.800 -1.432
H -0.983 -0.726 -3.267
H -0.993 0.975 -3.553
H -1.293 0.447 -1.932
H 1.252 0.403 -3.594
H 1.017 1.309 -2.137
H 2.272 -0.599 -1.486
H -0.791 -1.581 0.757
H 0.878 -1.902 1.141
H 2.280 0.492 0.229
H 2.585 2.735 0.956
H 0.694 3.868 2.341
H -1.306 2.498 2.870
H -2.348 0.508 3.103
H -1.644 -0.984 2.613
H -2.637 -0.068 1.446
H 0.083 -5.023 -1.341
H -2.294 -1.873 -1.308
Ba 2.545 3.640 3.485
*
```

Entry 10:
DFT (ωB97M-V/def2-TZVPD) results for 6 unconnected molecules or ions with the total composition C42H59Br2F18N4O11 at a distorted geometry.

Computed properties:
- HOMO (eV) = -12.0
- E (Ha) = -9627.8973

Structure (ORCA input):
```
! RIJCOSX wB97M-V def2-TZVPD def2/J DEFGRID3
* xyz 1 1
C 0.502 -3.057 1.509
C 1.241 -4.140 0.738
C 0.637 -4.450 -0.610
O -0.501 -5.289 -0.390
N -1.401 -5.188 -1.497
C -2.330 -4.153 -1.089
N -2.598 -3.123 -1.807
C -2.023 -2.950 -3.150
C -3.125 -3.103 -4.220
C -3.983 -4.345 -4.016
C -5.308 -4.247 -4.780
C -5.918 -5.633 -5.041
N -5.724 -6.547 -3.897
C -3.517 -2.092 -1.325
C -2.807 -0.909 -0.698
C -3.577 -0.025 0.069
C -2.984 1.098 0.651
C -1.613 1.351 0.479
C -0.837 0.460 -0.257
C -1.433 -0.666 -0.841
N -2.858 -4.478 0.124
C -2.980 -5.976 0.076
C -2.338 -6.325 -1.303
C -1.667 -7.680 -1.447
C -1.659 -8.212 -2.886
C -0.591 -7.607 -3.762
F -0.768 -6.263 -3.871
Br 1.190 -7.898 -3.025
C -0.606 -8.166 -5.213
F -0.225 -9.425 -5.269
F -1.869 -8.060 -5.659
Br 0.519 -7.058 -6.353
H 0.624 -2.071 1.066
H -0.563 -3.259 1.622
H 0.914 -2.997 2.514
H 2.273 -3.822 0.605
H 1.287 -5.067 1.309
H 1.351 -4.978 -1.243
H 0.372 -3.529 -1.135
H -1.214 -3.653 -3.308
H -1.604 -1.953 -3.246
H -3.701 -2.177 -4.202
H -2.625 -3.118 -5.185
H -3.415 -5.207 -4.364
H -4.237 -4.472 -2.970
H -6.008 -3.716 -4.135
H -5.189 -3.690 -5.705
H -6.989 -5.503 -5.176
H -5.491 -6.085 -5.932
H -5.239 -7.384 -4.174
H -6.600 -6.785 -3.462
H -4.203 -2.479 -0.580
H -4.103 -1.770 -2.180
H -4.634 -0.195 0.224
H -3.554 1.792 1.249
H -1.139 2.216 0.915
H 0.218 0.625 -0.404
H -0.786 -1.334 -1.389
H -3.809 -4.146 0.236
H -2.615 -6.509 0.943
H -4.033 -6.232 -0.040
H -3.150 -6.236 -2.027
H -2.234 -8.376 -0.834
H -0.651 -7.617 -1.075
H -1.462 -9.281 -2.839
H -2.640 -8.100 -3.343
C 2.309 -0.578 7.436
C 1.372 -1.668 6.963
O 0.231 -1.111 6.270
C 0.417 -0.789 5.006
O 1.420 -0.911 4.366
C -0.893 -0.240 4.411
F -1.489 0.621 5.236
F -1.751 -1.243 4.169
F -0.649 0.388 3.262
H 1.773 0.142 8.054
H 3.118 -1.011 8.023
H 2.744 -0.038 6.596
H 0.956 -2.212 7.806
H 1.879 -2.384 6.317
C 1.974 2.572 2.399
C 2.985 1.563 1.902
O 4.207 2.210 1.497
C 5.054 2.504 2.473
O 4.911 2.284 3.638
C 6.317 3.156 1.880
F 6.000 4.081 0.967
F 7.071 2.223 1.286
F 7.034 3.735 2.834
H 1.803 3.337 1.645
H 1.029 2.078 2.624
H 2.327 3.071 3.300
H 2.612 1.059 1.012
H 3.194 0.800 2.650
C 3.158 9.297 1.257
C 3.289 7.790 1.270
O 2.269 7.185 2.097
C 1.083 7.026 1.538
O 0.757 7.320 0.427
C 0.138 6.327 2.533
F 0.226 6.853 3.756
F 0.462 5.024 2.617
F -1.126 6.412 2.133
H 3.171 9.681 2.266
H 3.981 9.739 0.697
H 2.220 9.604 0.794
H 4.234 7.490 1.716
H 3.246 7.368 0.266
C 0.279 -2.368 -8.452
C -0.503 -1.974 -7.217
O 0.082 -0.836 -6.561
C -0.228 0.353 -7.068
O -0.936 0.568 -8.003
C 0.432 1.457 -6.221
F 1.703 1.159 -5.942
F -0.232 1.582 -5.060
F 0.395 2.618 -6.855
H 1.325 -2.540 -8.198
H -0.136 -3.280 -8.881
H 0.255 -1.586 -9.210
H -0.479 -2.784 -6.488
H -1.548 -1.778 -7.459
C 3.628 11.390 8.605
C 2.937 10.640 7.488
O 2.935 11.407 6.266
C 4.044 11.356 5.546
O 5.040 10.745 5.795
C 3.863 12.189 4.264
F 3.289 13.366 4.518
F 3.080 11.521 3.397
F 5.031 12.412 3.675
H 3.173 12.371 8.743
H 3.549 10.832 9.537
H 4.683 11.542 8.382
H 1.888 10.477 7.725
H 3.396 9.668 7.311
*
```

Entry 11:
DFT (ωB97M-V/def2-TZVPD) results for a gas-phase ion, CHNO3S2 (charge -2) at a distorted geometry.

Computed properties:
- HOMO (eV) = 0.2
- SMILES = O=CN=[S@@](=O)([O-])[S-]
- E (Ha) = -1115.4990

Structure (ORCA input):
```
! RIJCOSX wB97M-V def2-TZVPD def2/J DEFGRID3
* xyz -2 1
C 1.152 0.133 -0.935
N 1.071 -0.127 0.299
O -1.728 -0.767 -0.179
O 0.460 0.617 -1.852
O -0.945 -0.988 2.007
S -1.379 1.688 1.207
S -0.869 -0.169 0.830
H 2.238 -0.388 -1.378
*
```